Here is a cluster of 16 separate species, C64H176N16O16 in total in a non-equilibrium geometry from the Open Molecules 2025 dataset. Energies are from wB97M-V/def2-TZVPD.

CARTESIAN COORDINATES (ANGSTROEM)
H (4.73, -5.88, -0.42)
C (-3.04, 2.36, 7.05)
H (-0.59, 0.14, -2.47)
H (5.57, 4.16, 1.33)
H (-4.33, 2.02, 2.68)
H (-0.78, 0.81, 4.58)
H (7.94, -4.45, -3.43)
C (-1.77, 5.35, -2.59)
O (-2.67, -3.34, 0.42)
H (4.23, 3.73, -3.72)
H (-1.19, 3.56, 6.82)
H (-9.87, -0.04, 3.13)
H (-1.08, 0.44, -5.08)
H (4.30, -4.13, 1.32)
C (5.50, -2.39, -4.35)
H (3.84, 2.42, 3.82)
C (6.64, 3.86, 1.29)
H (-3.17, 1.66, -7.08)
H (2.41, 5.56, -5.75)
H (-5.56, -1.68, 1.25)
C (1.79, 1.74, 6.98)
H (-4.33, -0.89, 3.27)
H (0.83, -3.12, 1.94)
H (-4.36, -1.48, -5.81)
O (2.10, 1.68, 5.60)
O (-1.77, -0.74, 5.62)
H (0.58, -0.95, -0.19)
N (-0.29, 3.39, -5.84)
H (2.74, 5.05, -2.07)
H (-1.21, -1.27, -5.54)
H (7.60, 4.52, -1.18)
H (7.47, -2.92, -4.76)
H (-6.10, -3.07, 2.30)
N (-0.72, -5.11, 4.18)
H (-1.97, -1.63, 7.92)
H (2.90, 2.37, 0.34)
H (0.08, -0.83, 6.75)
H (-2.07, -3.58, 5.71)
H (-1.47, -6.45, -6.00)
H (2.87, 3.33, -6.98)
H (0.41, -2.71, 3.59)
H (3.85, -1.50, -6.08)
H (-0.20, -2.09, 5.49)
C (6.08, 1.82, -0.12)
H (-0.79, 3.00, -0.57)
H (-3.15, -1.36, 0.80)
H (-0.24, 4.51, -0.51)
H (-6.39, 0.47, 0.84)
H (-1.66, -4.27, -5.11)
H (-2.26, 6.74, -5.42)
H (-3.33, -1.79, 4.14)
H (-1.82, -3.79, -1.38)
H (5.29, -6.80, -3.81)
O (0.29, -5.31, 0.60)
H (-2.33, -4.96, -3.51)
H (-2.85, -7.31, -3.45)
C (-0.66, -3.18, 8.16)
H (1.99, 4.67, -4.32)
H (6.15, -0.89, 0.08)
C (-2.13, -7.51, -4.23)
H (-1.25, -4.18, 2.38)
H (-2.45, 5.79, 0.94)
H (-1.88, 7.58, -3.97)
H (4.61, -3.58, -1.13)
H (5.83, 0.92, 3.10)
H (-0.65, -5.19, -4.00)
H (-7.55, -0.03, 2.95)
H (3.20, 2.32, -3.37)
C (-2.87, -2.27, 1.36)
O (5.06, -3.04, -5.56)
H (-2.19, 2.91, -3.86)
C (0.38, -0.17, -2.83)
C (-1.34, -0.10, 4.38)
H (1.78, -4.15, -1.35)
C (-1.23, 4.03, -2.28)
H (0.24, 0.16, -7.77)
H (-2.37, -8.44, -4.73)
H (-1.86, -2.04, -0.94)
C (0.85, 0.10, -0.38)
H (-1.90, -2.02, 1.81)
H (-5.61, 4.16, 9.69)
H (3.40, -2.98, -6.76)
C (1.42, 0.28, -1.78)
C (-5.83, 3.20, 9.21)
H (-4.12, 3.45, 1.48)
O (6.30, 0.93, 0.93)
C (0.69, -3.54, 2.93)
H (-0.61, -3.11, -0.25)
H (-2.71, 6.40, 2.56)
H (-0.05, 1.14, 1.92)
C (-3.84, 3.36, 7.91)
C (-2.98, 5.60, 1.88)
H (0.75, 4.55, -7.20)
H (-1.68, 2.07, -6.72)
C (2.73, 4.08, -1.53)
O (-4.36, 5.74, 1.71)
H (3.78, 1.12, -6.35)
H (-0.95, -0.38, -8.93)
H (1.46, 2.38, -7.60)
H (-0.48, -1.44, -7.58)
H (3.90, -7.69, -3.13)
H (0.08, -7.90, -5.59)
O (-0.27, 0.93, -0.16)
O (-1.86, 5.50, -3.99)
C (-1.70, -3.04, -0.56)
H (1.83, 3.46, -1.85)
H (-2.18, 0.18, 3.73)
H (-6.54, 3.37, 8.39)
H (-1.59, -5.62, 4.10)
H (8.02, 2.70, 0.14)
H (-6.72, 2.77, 2.89)
H (-0.87, -6.82, -0.28)
H (3.08, -6.19, -0.90)
O (-4.69, 2.53, 8.78)
N (2.73, -0.35, -1.90)
C (-0.02, -5.80, 1.93)
H (-1.65, 2.01, -2.33)
C (1.87, 2.92, -6.71)
H (1.30, 2.93, 0.63)
C (4.05, 2.90, -3.04)
C (-0.69, -1.46, 6.24)
C (-0.68, -0.39, -7.91)
C (-3.72, -1.40, -4.90)
C (1.59, 4.99, -5.29)
N (7.27, -1.82, -2.82)
H (5.02, 2.22, -0.05)
N (-3.17, 3.20, 1.59)
H (4.56, -0.19, 0.64)
H (-0.19, 2.92, -4.96)
H (-1.53, 2.45, 5.39)
C (-1.14, 4.06, 2.67)
H (-5.58, 1.98, 0.62)
H (5.96, 4.30, -1.15)
H (2.73, 0.06, -5.30)
H (-3.47, 6.81, -3.98)
H (0.12, -5.87, -1.29)
C (-4.00, -2.66, 2.32)
H (-4.14, 7.84, 1.80)
N (-2.23, 1.47, -7.35)
H (-1.22, -0.08, 1.39)
H (-0.57, -4.21, 7.73)
H (5.80, -0.77, 1.78)
H (-3.48, -5.59, -6.58)
H (0.80, -6.34, 2.33)
C (-0.82, 0.89, 1.17)
N (-3.48, -6.23, -5.81)
H (-4.22, 7.04, 0.23)
O (2.00, 1.93, -5.68)
C (-2.62, 4.29, 2.45)
C (3.95, -5.60, -1.07)
H (-0.88, -6.47, 1.90)
H (-2.70, -0.53, -7.46)
H (2.56, 3.40, 1.83)
H (-0.94, 3.04, 3.03)
C (-2.12, 2.88, -2.76)
N (-5.04, 1.50, 3.16)
C (3.90, 1.34, 3.99)
C (-2.44, 6.70, -4.35)
H (-2.47, 1.79, 7.78)
H (5.50, -1.27, -4.51)
H (1.33, 5.53, 1.10)
H (7.23, 4.79, 1.33)
C (-0.37, -4.62, 2.85)
H (-2.68, 3.23, 0.71)
C (-6.47, 1.55, 1.08)
C (-9.79, 1.01, 3.39)
H (-0.95, 4.13, -5.70)
O (3.93, 3.38, -1.74)
C (-4.65, 7.02, 1.24)
H (-0.52, 4.17, 1.78)
H (0.81, 5.74, -5.06)
N (6.85, 3.82, -1.18)
H (3.54, 5.00, 0.28)
H (1.14, -8.01, -4.27)
C (3.73, -4.15, -0.81)
H (-0.62, -0.77, 3.93)
H (3.15, -2.81, -5.01)
H (3.24, -2.88, 0.91)
H (2.60, -1.36, -1.65)
N (2.59, -3.61, -1.58)
O (-8.63, 1.66, 2.98)
H (2.79, -3.91, -2.54)
H (-0.72, 4.69, 3.46)
C (5.64, -0.27, 0.81)
H (5.37, -7.43, -2.08)
H (-1.14, -3.29, 9.13)
H (2.37, 0.35, -7.00)
H (-1.20, 6.17, -2.13)
H (-0.26, 3.93, -2.76)
H (8.20, -2.08, -2.49)
H (-5.23, -3.39, 0.75)
C (2.97, 0.50, 3.09)
H (1.97, 0.69, 3.39)
N (-2.44, -3.18, 6.58)
H (6.25, 1.43, -1.12)
H (-4.69, 1.29, 7.05)
C (3.44, -3.96, 0.63)
C (0.08, -8.28, -4.54)
H (4.13, 1.42, 6.21)
O (-2.90, -0.26, -4.85)
H (-3.07, -2.27, -4.79)
H (0.71, 0.20, -3.80)
N (1.49, 5.44, 0.10)
C (0.12, -6.34, -0.35)
H (4.87, 2.18, -2.98)
H (-4.35, -1.31, -4.00)
C (-2.16, -6.31, -5.18)
C (-1.97, 3.10, 6.18)
C (2.33, 3.22, 0.75)
H (7.43, -0.92, -3.26)
H (-3.73, -3.66, 2.64)
C (6.84, -2.86, -3.85)
O (-0.82, -7.68, -3.66)
H (0.37, -1.26, -2.72)
C (3.79, -2.56, -5.84)
H (-2.82, 5.40, -2.21)
H (3.37, 0.08, -1.25)
H (2.70, -4.64, 1.07)
H (1.81, 6.35, -0.24)
H (-2.42, 3.88, 5.56)
H (1.66, -3.95, 3.21)
H (2.45, 2.36, 7.59)
H (-4.22, -5.96, -5.16)
C (-1.89, 0.07, -7.05)
H (-3.14, 4.27, 3.43)
H (0.84, -7.12, -0.23)
H (-3.51, 0.66, 6.20)
H (-5.68, 7.13, 1.18)
O (4.36, -5.72, -2.41)
H (-7.37, 1.98, 0.62)
C (7.01, 3.04, 0.03)
H (-3.22, 4.01, 8.47)
N (-4.15, -1.84, 3.57)
H (3.16, -0.06, 5.48)
H (1.56, 0.30, 0.38)
C (-5.32, -2.71, 1.58)
N (-4.00, 1.54, 6.38)
H (-4.47, 3.94, 7.22)
C (0.93, 3.98, -6.27)
H (5.80, 1.56, 4.57)
H (4.72, -2.45, -3.55)
H (-10.61, 1.56, 2.99)
H (6.89, 3.38, 2.24)
H (-3.36, -2.74, 6.42)
H (-3.16, 2.90, -2.37)
H (6.46, -4.36, -2.33)
N (-1.01, 3.95, -0.87)
C (6.89, -4.27, -3.35)
C (3.39, 1.03, 5.42)
H (0.82, 2.20, 7.17)
H (1.55, 1.35, -1.86)
C (-1.51, -2.34, 7.22)
C (-6.39, 1.76, 2.62)
H (3.21, -0.57, 3.27)
C (-1.67, -5.05, -4.40)
C (2.79, 0.81, -6.09)
H (-6.32, 2.53, 9.93)
H (-0.06, -9.35, -4.64)
C (4.76, -7.01, -2.86)
H (1.73, 0.74, 7.49)
H (-1.64, 1.61, 1.22)
C (2.63, 4.48, -0.08)
H (3.11, 0.70, 2.02)
C (-1.71, -0.30, -5.55)
N (5.32, 0.92, 3.95)
C (-7.43, 1.01, 3.32)
H (-0.09, -5.80, 4.56)
H (-7.29, 1.06, 4.42)
H (-9.77, 0.96, 4.49)
H (-5.02, 1.63, 4.17)
H (6.38, -4.88, -4.06)
H (0.32, -2.83, 8.41)

Output
* HOMO energy: -8.287 eV
* energy: -4623.598399 a.u.
* maximum force: 0.0597 Eh/bohr
* energy above the lowest of the compared OMol25 structures with the same formula, charge and spin: 2.3572 eV

Mulliken population analysis, charges in e, atoms 1 to 8: H 0.68; C 0.68; H 0.17; H 0.04; H -0.45; H -0.52; H 0.45; C -1.35